1.
{
  "formula": "C5H9NO",
  "method": "the ωB97M-V functional and the def2-TZVPD basis",
  "symbols": ["C", "C", "C", "C", "N", "C", "O", "H", "H", "H", "H", "H", "H", "H", "H", "H"],
  "coordinates": [[-1.36094, -0.95340, -0.20235], [-0.24122, 0.18339, -0.28402], [-0.77487, 1.52790, 0.12805], [0.84269, -0.34624, 0.65041], [1.83519, -1.35068, 0.08121], [2.32006, -0.13389, 0.15325], [3.16460, 0.62458, -0.18925], [-1.91253, -0.75777, 0.76810], [-0.96363, -1.88384, -0.38182], [-2.04769, -0.71932, -0.93794], [-0.00142, 0.08047, -1.37720], [-1.37217, 2.09785, -0.63560], [0.11218, 2.27528, 0.31204], [-1.53571, 1.61269, 0.97187], [0.38759, -0.42993, 1.69602], [1.54788, -1.82708, -0.75275]],
  "multiplicity": 1,
  "smiles": "CC(C)[C@H]1NC1=O",
  "charge": 0
}

---

2.
{
  "formula": "C19H27MgNO5",
  "method": "the ωB97M-V functional and the def2-TZVPD basis",
  "symbols": ["C", "C", "C", "C", "C", "O", "C", "C", "C", "C", "C", "C", "C", "O", "O", "N", "C", "O", "O", "C", "C", "C", "C", "C", "C", "H", "H", "H", "H", "H", "H", "H", "H", "H", "H", "H", "H", "H", "H", "H", "H", "H", "H", "H", "H", "H", "H", "H", "H", "H", "H", "H", "Mg"],
  "coordinates": [[-0.28007, -3.70404, 3.30554], [0.19613, -3.46707, 1.78783], [0.13071, -1.90158, 1.32471], [0.75265, -1.89603, -0.19037], [0.33146, -0.62288, -1.06366], [1.32445, 0.44998, -1.07266], [1.88714, 0.68223, 0.23875], [2.54000, 2.17424, 0.39440], [2.17420, 3.15356, -0.82341], [2.18004, 2.74385, 1.85290], [0.68595, 3.31600, 2.00764], [3.17967, 3.93849, 2.34251], [0.26328, -1.07442, -2.64591], [0.50623, -0.17796, -3.57871], [0.01127, -2.34793, -3.07494], [-1.01928, -0.05959, -0.76537], [-1.08159, 1.37803, -1.02267], [-1.43145, 2.13629, -0.06198], [-0.79188, 1.96071, -2.25039], [-2.12690, -0.80379, -1.38637], [-2.45485, -2.30352, -1.01770], [-3.66243, -3.08678, -1.64114], [-4.62435, -2.41777, -2.66100], [-4.31381, -0.95606, -3.07470], [-3.10061, -0.16327, -2.45104], [0.63758, -3.72321, 3.98471], [-0.72820, -4.77258, 3.34209], [-1.08756, -2.95766, 3.60936], [-0.50013, -4.06352, 1.08107], [1.25522, -3.89924, 1.59911], [-0.94108, -1.51703, 1.37112], [0.87535, -1.35001, 1.99179], [1.89833, -2.02614, -0.07469], [0.39899, -2.90528, -0.63670], [1.00627, 0.67255, 0.99495], [2.68623, -0.09835, 0.54592], [3.67955, 2.00244, 0.34946], [2.88983, 4.06010, -0.75598], [2.43153, 2.62959, -1.82525], [1.07049, 3.46159, -0.87346], [2.29642, 1.91777, 2.65647], [0.32820, 3.92695, 1.10104], [-0.04211, 2.44363, 2.21349], [0.64808, 4.02010, 2.92836], [4.28092, 3.63802, 2.31825], [2.81234, 4.21803, 3.40320], [2.93436, 4.84802, 1.68170], [-1.82491, -2.91011, -0.26848], [-3.88147, -4.17076, -1.32576], [-5.51409, -2.99280, -3.07816], [-4.99155, -0.42825, -3.83084], [-2.98912, 0.91337, -2.83468], [-0.90545, 2.11209, -4.14031]],
  "multiplicity": 1,
  "charge": 0
}

---

3.
{
  "formula": "C18H27N2O2",
  "method": "the ωB97M-V functional and the def2-TZVPD basis",
  "symbols": ["C", "C", "N", "C", "C", "C", "O", "N", "C", "C", "C", "C", "C", "C", "C", "C", "C", "C", "C", "C", "C", "O", "H", "H", "H", "H", "H", "H", "H", "H", "H", "H", "H", "H", "H", "H", "H", "H", "H", "H", "H", "H", "H", "H", "H", "H", "H", "H", "H"],
  "coordinates": [[-1.75746, -1.44659, 2.11597], [-0.34099, -1.39323, 1.66259], [-0.37002, -1.70350, 0.18299], [0.72543, -0.90202, -0.43190], [0.45485, 0.64910, -0.35228], [1.35069, 1.51976, -1.06790], [2.08962, 0.90326, -1.82943], [1.86237, 2.79185, -0.62362], [3.13279, 3.38909, -1.04803], [3.24416, 4.74025, -0.26748], [1.96294, 4.74571, 0.48444], [1.54040, 5.79405, 1.29466], [0.25513, 5.63024, 1.84479], [-0.51929, 4.60076, 1.59950], [-0.10814, 3.65153, 0.71867], [1.20210, 3.62567, 0.22100], [-0.01569, -3.08084, -0.10667], [-1.20773, -3.90476, -0.26239], [-0.99727, -5.03330, -1.26091], [-2.32271, -5.18349, -2.03612], [-3.18686, -4.04291, -1.48909], [-2.31026, -3.13566, -0.77683], [-2.33865, -0.84515, 1.50782], [-2.11780, -2.43926, 2.08615], [-1.85333, -0.91213, 3.04412], [-0.03069, -0.44199, 1.95851], [0.36416, -2.03024, 2.24090], [-1.25638, -1.50846, -0.30213], [0.94850, -1.02835, -1.51060], [1.68709, -1.06497, 0.08635], [0.43477, 0.95668, 0.71749], [-0.50675, 0.89561, -0.77942], [2.91927, 3.56810, -2.08494], [3.98998, 2.81588, -0.98441], [3.24132, 5.66379, -0.90475], [4.05023, 4.81972, 0.53895], [2.06704, 6.72457, 1.29034], [-0.08772, 6.48688, 2.42449], [-1.49929, 4.51361, 1.93333], [-0.78819, 2.87256, 0.45878], [0.52722, -3.55192, 0.71702], [0.45422, -3.23887, -1.11542], [-1.42768, -4.42172, 0.74990], [-0.18516, -4.85454, -1.99016], [-0.71691, -5.89984, -0.66683], [-2.81013, -6.06829, -1.65958], [-2.15424, -5.15678, -3.19500], [-3.80849, -4.57719, -0.82963], [-3.78646, -3.49271, -2.30325]],
  "multiplicity": 1,
  "smiles": "CC[N@@H+](CCC(=O)N1CCc2ccccc21)C[C@@H]1CCCO1",
  "charge": 1
}

---

4.
{
  "formula": "C16H7Cl2FI2NO3Pt",
  "method": "the ωB97M-V functional and the def2-TZVPD basis",
  "symbols": ["Pt", "I", "C", "C", "C", "I", "C", "C", "C", "C", "N", "C", "C", "O", "H", "H", "H", "H", "Cl", "C", "C", "C", "Cl", "C", "O", "C", "C", "O", "C", "H", "H", "H", "F"],
  "coordinates": [[1.04439, -0.92324, -0.35590], [-3.18552, 1.27403, 1.84065], [-2.96805, -0.26479, 0.46084], [-4.09520, -0.91128, -0.05865], [-3.98751, -1.93110, -0.97156], [-5.73495, -2.83153, -1.68332], [-2.71322, -2.35858, -1.41650], [-2.44846, -3.39231, -2.34664], [-1.16000, -3.69870, -2.68141], [-0.09213, -2.98908, -2.10625], [-0.31966, -2.02543, -1.24330], [-1.59507, -1.69354, -0.88378], [-1.67840, -0.62447, 0.07479], [-0.59856, -0.07748, 0.50861], [-5.07375, -0.59223, 0.27426], [-3.27544, -3.93412, -2.78594], [-0.94401, -4.48612, -3.39001], [0.95211, -3.17412, -2.32415], [3.30005, 5.29526, 3.33913], [3.02559, 3.79022, 2.49032], [3.74208, 2.65471, 2.86104], [3.52411, 1.47343, 2.20307], [4.41036, 0.06566, 2.69846], [2.57723, 1.32189, 1.13668], [2.42817, 0.15936, 0.63921], [1.90051, 2.52580, 0.76522], [0.99389, 2.66338, -0.38401], [0.73629, 1.85816, -1.24417], [2.12764, 3.72092, 1.45973], [4.46110, 2.69671, 3.66748], [0.54875, 3.68252, -0.44202], [1.58871, 4.60980, 1.15300], [2.50896, -1.88374, -1.25487]],
  "multiplicity": 1,
  "charge": -1
}

---

5.
{
  "formula": "C3H6N2O",
  "method": "the ωB97M-V functional and the def2-TZVPD basis",
  "symbols": ["C", "C", "N", "N", "C", "O", "H", "H", "H", "H", "H", "H"],
  "coordinates": [[-0.50154, 0.22920, 1.08327], [-0.32224, 0.11760, -1.12854], [-0.93337, 0.96304, -1.73884], [0.47398, -0.89371, -1.02835], [1.03105, -0.60510, 0.42657], [2.08225, 0.01424, 0.48846], [-1.13678, 1.05508, 0.74610], [0.06248, 0.62868, 1.93064], [-1.15003, -0.58145, 1.43114], [-1.55638, 1.67867, -1.40386], [1.13425, -1.07093, -1.78172], [0.81632, -1.53531, 0.97512]],
  "multiplicity": 1,
  "charge": 0
}

---

6.
{
  "formula": "CH3I3OSi",
  "method": "the ωB97M-V functional and the def2-TZVPD basis",
  "symbols": ["C", "O", "Si", "I", "I", "I", "H", "H", "H"],
  "coordinates": [[-0.31079, -0.04570, 0.11887], [-1.29743, -0.30746, 1.04860], [-3.55244, 0.02803, -0.07737], [-4.28505, 2.14991, 0.82534], [-3.16959, 0.01182, -2.50391], [-4.62011, -2.01901, 0.71955], [-0.27399, -0.86628, -0.67180], [0.68088, 0.12201, 0.79000], [-0.60664, 0.84375, -0.37644]],
  "multiplicity": 1,
  "charge": 0
}

---

7.
{
  "formula": "C4H7N3",
  "method": "the ωB97M-V functional and the def2-TZVPD basis",
  "symbols": ["C", "C", "C", "C", "N", "N", "N", "H", "H", "H", "H", "H", "H", "H"],
  "coordinates": [[-1.26680, 1.20341, 0.40109], [0.91920, 0.26576, 2.00329], [1.24144, 0.39867, 0.72757], [-0.48225, 0.48175, -0.55445], [-1.88595, 1.64694, 1.27080], [-0.18076, -1.52500, -1.90827], [-0.89574, -0.78900, -0.84114], [1.61421, 0.53381, 2.86537], [-0.04515, -0.02258, 2.32961], [2.19184, 0.77487, 0.27415], [-0.10977, 1.11638, -1.45838], [0.01505, -1.03509, -2.73585], [0.69323, -1.96157, -1.67763], [-1.80857, -1.08836, -0.69615]],
  "multiplicity": 1,
  "charge": 0
}

---

8.
{
  "formula": "C8H7ClN2",
  "method": "the ωB97M-V functional and the def2-TZVPD basis",
  "symbols": ["H", "N", "C", "C", "N", "C", "C", "C", "C", "Cl", "C", "C", "H", "H", "H", "H", "H", "H"],
  "coordinates": [[2.19037, 2.03898, -2.77921], [1.67675, 2.03520, -1.87585], [1.48993, 0.95731, -1.17439], [0.75858, 1.01540, 0.12553], [1.00900, -0.02553, 1.09859], [-0.20709, -0.65144, 0.93890], [-1.01729, -1.65617, 1.32182], [-2.28155, -1.79097, 0.68766], [-2.68721, -0.88376, -0.25894], [-4.20148, -1.07766, -0.99537], [-1.82474, 0.20839, -0.75240], [-0.70363, 0.22911, -0.06676], [1.72401, -0.15025, -1.42617], [0.66626, 1.91261, 0.71401], [1.84592, -0.54406, 1.01765], [-0.71006, -2.35904, 2.12600], [-2.96894, -2.57948, 0.97332], [-1.91379, 0.90309, -1.58569]],
  "multiplicity": 1,
  "smiles": "[H]/N=C/[C@@H]1Nc2ccc(Cl)cc21",
  "charge": 0
}

---

| no. | orbital gap (eV) |
| --- | --- |
| 1 | 10.1 |
| 2 | 3.8 |
| 3 | 8.2 |
| 4 | 6.8 |
| 5 | 8.6 |
| 6 | 7.3 |
| 7 | 9.3 |
| 8 | 9.0 |